1.
This record from the Open Molecules 2025 dataset describes a cluster of 6 separate species, C5H22N2O6 in total at a distorted geometry. The level of theory is ωB97M-V/def2-TZVPD.

Calculated values
- orbital gap (eV) = 9.95
- LUMO energy (eV) = 0.29
- relative energy (zero: lowest compared OMol25 entry of this formula, charge and spin) (kcal per mole) = 99.3
- highest occupied orbital energy (eV) = -9.66

Bonds (Å) are listed after each position.
CARTESIAN COORDINATES (ANGSTROEM)
1 N -2.12867 2.38672 0.25413  C2 1.500, H9 0.985, H10 1.052
2 C -1.24649 1.73071 1.27417  N1 1.500, C3 1.543, H11 1.183, H12 1.155
3 C -0.49998 0.50365 0.70955  C2 1.543, N4 1.398, O8 1.225
4 N 0.83382 0.48087 0.29193  C3 1.398, C5 1.505, H13 1.070
5 C 1.83048 1.51835 0.73509  N4 1.505, C6 1.531, H14 1.014, H15 1.163
6 C 2.79913 0.89503 1.74438  C5 1.531, C7 1.450, H16 1.081, H17 1.067
7 C 2.99383 -0.53707 1.85513  C6 1.450, H18 1.074, H19 1.175, H20 1.109
8 O -1.21240 -0.45568 0.43866  C3 1.225
9 H -1.59836 2.63092 -0.53967  N1 0.985
10 H -2.71381 1.58318 -0.08902  N1 1.052
11 H -2.07941 1.23466 1.95292  C2 1.183
12 H -0.63241 2.54360 1.81897  C2 1.155
13 H 1.14749 -0.24185 -0.43175  N4 1.070
14 H 1.28934 2.25215 1.17844  C5 1.014
15 H 2.40961 1.78946 -0.23628  C5 1.163
16 H 3.74218 1.36268 1.49991  C6 1.081
17 H 2.75343 1.26787 2.74352  C6 1.067
18 H 2.52184 -0.87325 2.75986  C7 1.074
19 H 2.45562 -1.16804 1.02312  C7 1.175
20 H 3.92087 -1.14312 1.91008  C7 1.109
21 H -1.28107 -2.40240 0.14698  O23 0.992
22 H -1.23105 -3.92936 0.67036  O23 0.905
23 O -0.76255 -3.17786 0.48507  H21 0.992, H22 0.905
24 H 1.87525 -3.95664 -0.19198  O26 0.985
25 H 0.78395 -3.17535 0.53300  O26 0.995
26 O 1.72170 -3.07317 0.21636  H24 0.985, H25 0.995
27 H -2.90428 -0.99567 -0.77914  O29 0.876
28 H -4.25927 -0.86716 -0.09139  O29 1.025
29 O -3.66036 -1.43192 -0.70269  H27 0.876, H28 1.025
30 H 1.95615 2.93740 -2.34321  O32 0.968
31 H 0.50141 3.06483 -2.64657  O32 0.903
32 O 1.06424 2.77691 -2.00236  H30 0.968, H31 0.903
33 H -0.88324 -0.01580 -3.08444  O35 0.918
34 H -1.02585 -1.23352 -4.11874  O35 0.986
35 O -1.26890 -0.31350 -3.86220  H33 0.918, H34 0.986

---

2.
This record from the Open Molecules 2025 dataset describes an isolated molecule of CH3FIN at a distorted geometry. The level of theory is ωB97M-V/def2-TZVPD.

Calculated values
- orbital gap (eV) = 10.10
- LUMO energy (eV) = 0.27
- relative energy (zero: lowest compared OMol25 entry of this formula, charge and spin) (kcal per mole) = 0.3
- highest occupied orbital energy (eV) = -9.83

Bonds (Å) are listed after each position.
CARTESIAN COORDINATES (ANGSTROEM)
1 C -0.48881 0.01988 0.07331  N2 1.364, F3 1.379, I4 2.180, H5 1.142
2 N 0.80819 0.38761 0.28119  C1 1.364, H6 1.087, H7 0.955
3 F -0.67046 -1.28143 0.49229  C1 1.379
4 I -1.05822 -0.00777 -2.03080  C1 2.180
5 H -1.21386 0.67511 0.66330  C1 1.142
6 H 1.48334 0.23063 -0.55591  N2 1.087
7 H 1.13983 -0.02403 1.07663  N2 0.955

---

3.
This record from the Open Molecules 2025 dataset describes a cluster of 2 separate species, C4H6N2O in total at a distorted geometry. The level of theory is ωB97M-V/def2-TZVPD.

Calculated values
- orbital gap (eV) = 8.92
- LUMO energy (eV) = -0.73
- relative energy (zero: lowest compared OMol25 entry of this formula, charge and spin) (kcal per mole) = 98.6
- highest occupied orbital energy (eV) = -9.65

Bonds (Å) are listed after each position.
CARTESIAN COORDINATES (ANGSTROEM)
1 C 1.42932 0.45161 -0.10620  C3 1.243, N5 1.245
2 C 1.95525 -1.96132 0.08099  C3 1.281, H8 1.091, H9 1.086
3 C 1.52923 -0.75626 0.17147  C1 1.243, C2 1.281
4 C -2.27417 0.90372 0.26090  N6 1.248, O7 1.394, H11 1.136
5 N 1.20856 1.64946 -0.36174  C1 1.245, H10 1.010
6 N -2.01188 -0.30198 0.07530  C4 1.248, H12 0.984
7 O -1.51176 2.06598 0.15482  C4 1.394, H13 0.920
8 H 2.61664 -2.14953 -0.76552  C2 1.091
9 H 1.43953 -2.69196 0.69646  C2 1.086
10 H 1.63314 2.01656 -1.20099  N5 1.010
11 H -3.28214 1.28605 0.61937  C4 1.136
12 H -1.10524 -0.56267 -0.20367  N6 0.984
13 H -0.60726 2.08951 -0.01284  O7 0.920

---

4.
This record from the Open Molecules 2025 dataset describes an isolated molecule of C5H7NO. The level of theory is ωB97M-V/def2-TZVPD.

Calculated values
- orbital gap (alpha / beta) (eV) = 7.80 / 7.80
- LUMO energy (alpha / beta) (eV) = -0.59 / -0.58
- relative energy (zero: lowest compared OMol25 entry of this formula, charge and spin) (kcal per mole) = 169.8
- highest occupied orbital energy (alpha / beta) (eV) = -8.39 / -8.39

Bonds (Å) are listed after each position.
CARTESIAN COORDINATES (ANGSTROEM)
1 C 1.14667 1.24907 0.84252  C2 1.517, H8 1.093, H9 1.094, H10 1.095
2 C 0.33683 0.86186 -0.38062  C1 1.517, C3 1.524, C5 1.497, H11 1.094
3 C 0.70075 -0.30546 -1.28996  C2 1.524, N4 1.359, C5 1.412
4 N 1.58147 -1.22413 -0.81247  C3 1.359, O6 1.285
5 C -0.41148 -0.43371 -0.42969  C2 1.497, C3 1.412, C7 1.474
6 O 0.94335 -1.79619 0.14528  N4 1.285
7 C -1.77380 -0.94214 -0.19006  C5 1.474, H12 1.092, H13 1.098, H14 1.093
8 H 1.55757 0.36729 1.33976  C1 1.093
9 H 1.97721 1.89832 0.55044  C1 1.094
10 H 0.52042 1.79542 1.55590  C1 1.095
11 H -0.18306 1.70187 -0.85098  C2 1.094
12 H -1.79727 -2.03192 -0.13324  C7 1.092
13 H -2.37845 -0.63568 -1.05401  C7 1.098
14 H -2.22021 -0.50460 0.70712  C7 1.093

---

5.
This record from the Open Molecules 2025 dataset describes an isolated molecule of C3H4S2 at a distorted geometry. The level of theory is ωB97M-V/def2-TZVPD.

Calculated values
- orbital gap (eV) = 7.01
- LUMO energy (eV) = -2.07
- relative energy (zero: lowest compared OMol25 entry of this formula, charge and spin) (kcal per mole) = 43.8
- highest occupied orbital energy (eV) = -9.08

Bonds (Å) are listed after each position.
CARTESIAN COORDINATES (ANGSTROEM)
1 C 1.02017 1.55019 -0.56954  C2 1.517, S5 1.735, H6 1.162
2 C 0.73860 0.48226 0.46972  C1 1.517, C3 1.529, S4 1.598
3 C -0.38710 -0.52205 0.22315  C2 1.529, H7 1.165, H8 1.064, H9 1.027
4 S 1.69829 0.26626 1.72895  C2 1.598
5 S 0.72741 2.00203 -2.21912  C1 1.735
6 H 1.70326 2.41881 -0.20993  C1 1.162
7 H -1.41585 -0.00824 0.03660  C3 1.165
8 H -0.34031 -0.99715 -0.72755  C3 1.064
9 H -0.40850 -1.37753 0.79166  C3 1.027